Entry 1:
The following is a DFT calculation (the ωB97M-V functional and the def2-TZVPD basis) of an isolated ion of composition C16H27F9I2N3O2S and charge +1 in a non-equilibrium geometry.

The geometry in XYZ format:
```
60
Properties=species:S:1:pos:R:3
C 3.701 3.842 -1.530
C 2.497 2.850 -1.421
I 0.766 4.155 -1.166
C 2.600 1.790 -0.279
I 4.665 1.513 0.312
C 1.862 0.421 -0.587
C 0.589 0.674 -1.440
C -0.311 -0.575 -1.728
C -1.682 -0.550 -0.985
C -2.774 0.252 -1.737
C -3.387 1.403 -0.891
F -2.368 1.981 -0.202
F -3.841 2.299 -1.776
C -4.517 0.832 -0.002
F -4.245 -0.366 0.482
F -5.558 0.660 -0.799
S -5.087 1.925 1.433
F -6.553 2.033 0.828
F -5.589 0.609 2.210
F -3.682 1.751 2.172
F -4.648 3.249 0.694
F -5.568 2.802 2.656
C 2.800 -0.477 -1.483
N 3.451 -1.566 -0.770
C 2.464 -2.428 -0.141
C 1.455 -1.674 0.790
C 1.685 -2.180 2.246
C 1.224 -3.667 2.392
O -0.051 -3.690 3.079
C -1.028 -4.095 2.182
O -1.328 -5.189 2.019
N 1.612 -0.182 0.766
N 0.541 0.380 1.502
H 3.336 4.653 -2.179
H 4.557 3.408 -2.058
H 3.945 4.322 -0.576
H 2.478 2.349 -2.397
H 2.102 2.233 0.598
H 0.830 1.106 -2.415
H -0.054 1.396 -0.915
H -0.585 -0.552 -2.795
H 0.197 -1.540 -1.603
H -2.013 -1.603 -0.984
H -1.592 -0.268 0.069
H -3.603 -0.436 -1.965
H -2.452 0.632 -2.715
H 3.538 0.140 -2.012
H 2.225 -0.959 -2.290
H 4.179 -1.252 -0.136
H 1.884 -2.911 -0.947
H 2.971 -3.250 0.379
H 0.446 -1.998 0.500
H 1.115 -1.616 2.996
H 2.757 -2.067 2.482
H 1.072 -4.135 1.408
H 2.001 -4.183 2.966
H -1.521 -3.289 1.590
H 2.455 -0.011 1.337
H -0.230 -0.258 1.642
H 0.271 1.307 1.198
```

Output
SMILES = C[C@H](I)[C@H](I)[C@@]1(CCCCC(F)(F)C(F)(F)S(F)(F)(F)(F)F)CNC[C@@H](CCOC=O)[N@@H+]1N
Charge = +1
Multiplicity = 1
Energy above the lowest of the compared OMol25 structures with the same formula, charge and spin = 0.0 kcal/mol
HOMO level = -12.5 eV

Results of the Löwdin charge analysis, in e, for atoms 1 through 5: -0.272, -0.768, 0.950, -0.663, 1.077

---

Entry 2:
The following is a DFT calculation (the ωB97M-V functional and the def2-TZVPD basis) of C16H27FeNO5 as an isolated structure in a non-equilibrium geometry.

The geometry in XYZ format:
```
50
Properties=species:S:1:pos:R:3
C -3.131 -1.290 -5.394
C -3.400 -2.726 -5.446
H -2.443 -0.963 -6.178
H -4.037 -0.677 -5.451
C -3.292 -3.604 -4.409
C -2.898 -3.256 -3.063
H -1.833 -3.352 -2.826
H -3.532 -3.641 -2.262
C -3.826 -3.235 -6.790
H -3.948 -2.398 -7.486
H -4.781 -3.777 -6.745
H -3.079 -3.918 -7.222
C -3.567 -5.066 -4.635
H -2.959 -5.485 -5.450
H -4.624 -5.256 -4.873
H -3.329 -5.625 -3.722
Fe -0.073 -0.155 -0.049
O -1.148 -1.012 -1.414
C -2.403 -1.140 -1.476
O -1.526 -0.589 1.262
C -2.705 -0.883 0.953
O -3.668 -0.966 1.840
N -3.174 -1.145 -0.331
C -4.933 -1.276 1.145
C -4.591 -1.567 -0.279
H -5.577 -0.397 1.218
H -5.382 -2.131 1.650
H -5.182 -0.994 -0.996
H -4.669 -2.635 -0.516
C -3.059 -1.315 -2.755
C -2.338 -0.750 -3.905
H -4.144 -1.218 -2.761
H -1.307 -1.088 -3.990
H -2.409 0.339 -3.934
C -0.839 2.600 1.229
O -0.284 1.889 0.107
C 0.464 2.664 -0.893
C 1.207 1.679 -1.785
O 1.603 0.452 -1.026
C 2.912 0.517 -0.378
H -0.823 3.681 1.043
H -0.250 2.359 2.122
H -1.866 2.249 1.370
H 1.169 3.333 -0.380
H -0.256 3.246 -1.482
H 0.530 1.312 -2.571
H 2.105 2.124 -2.221
H 3.630 0.995 -1.051
H 2.843 1.069 0.570
H 3.194 -0.524 -0.178
```

Output
Charge = +2
Multiplicity = 5
HOMO level (alpha / beta) = -13.6 / -13.6 eV
⟨S²⟩ = 6.009

Results of the Löwdin charge analysis, in e, for atoms 1 through 5: -0.065, -0.270, 0.118, 0.120, -0.285

---

Entry 3:
The following is a DFT calculation (the ωB97M-V functional and the def2-TZVPD basis) of a 2-piece molecular cluster, C16H27N2O2 overall in a non-equilibrium geometry.

The geometry in XYZ format:
```
47
Properties=species:S:1:pos:R:3
C 3.458 2.710 -0.789
C 3.588 1.447 0.039
C 2.818 1.514 1.348
N 1.449 2.010 1.159
C 0.469 1.359 1.750
C -0.931 1.572 1.488
C -1.432 1.856 0.189
C -2.758 2.230 0.015
C -3.637 2.216 1.112
C -3.185 1.834 2.381
C -1.845 1.509 2.571
C 1.336 3.293 0.444
C 2.022 3.205 -0.922
H 4.042 3.502 -0.312
H 3.876 2.555 -1.784
H 3.247 0.574 -0.526
H 4.635 1.259 0.275
H 2.745 0.523 1.817
H 3.332 2.193 2.044
H 0.750 0.630 2.527
H -0.747 1.788 -0.662
H -3.102 2.539 -0.971
H -4.672 2.499 0.972
H -3.880 1.774 3.223
H -1.458 1.227 3.549
H 0.287 3.602 0.347
H 1.868 4.055 1.041
H 1.991 4.194 -1.396
H 1.429 2.545 -1.572
O -1.398 -4.209 3.016
C -0.815 -2.913 3.087
C 0.317 -2.960 2.084
N -0.175 -3.265 0.806
C 0.739 -3.452 -0.240
C 0.027 -3.849 -1.515
O -0.634 -5.070 -1.194
H -1.939 -4.335 3.818
H -1.557 -2.164 2.773
H -0.411 -2.707 4.088
H 0.872 -2.009 2.066
H 1.033 -3.756 2.362
H -1.186 -3.326 0.636
H 1.330 -2.539 -0.398
H 1.437 -4.254 0.066
H -0.731 -3.094 -1.764
H 0.768 -3.988 -2.316
H -0.867 -5.502 -2.031
```

Output
Charge = +1
Multiplicity = 1
Energy above the lowest of the compared OMol25 structures with the same formula, charge and spin = 49.3 kcal/mol
HOMO level = -10.2 eV

Results of the Löwdin charge analysis, in e, for atoms 1 through 5: -0.190, -0.163, -0.117, -0.033, 0.061

---

Entry 4:
The following is a DFT calculation (the ωB97M-V functional and the def2-TZVPD basis) of C16H27N3NdS4 as an isolated structure in a non-equilibrium geometry.

The geometry in XYZ format:
```
51
Properties=species:S:1:pos:R:3
Nd -0.396 -1.148 0.109
S 0.524 0.706 -2.014
S -1.204 0.796 2.258
C 0.837 2.540 -2.109
C -1.033 0.668 -2.995
C -2.144 1.276 -2.137
N -2.287 0.454 -0.846
C -3.096 1.209 0.192
C -2.947 0.795 1.659
H -1.264 -0.359 -3.330
H -0.840 1.302 -3.874
H -3.129 1.268 -2.666
H -1.885 2.313 -1.880
H -4.148 1.048 -0.096
H -2.855 2.270 0.068
H -3.388 -0.197 1.867
H -3.430 1.567 2.290
C -1.062 2.647 2.223
H -2.870 -0.332 -1.144
H -1.155 2.965 1.193
H -0.088 2.919 2.628
H -1.869 3.065 2.844
H 1.899 2.603 -1.817
H 0.187 3.144 -1.452
H 0.704 2.812 -3.170
C -1.943 -4.013 -0.205
C -0.679 -4.205 0.187
H -2.260 -4.108 -1.241
H -2.761 -3.840 0.488
H 0.086 -4.491 -0.549
H -0.372 -4.190 1.242
C -0.498 -2.831 -2.650
C 0.904 -3.018 -2.181
N 1.258 -2.322 -1.100
C 2.618 -2.375 -0.862
C 3.271 -3.305 -1.706
S 2.186 -3.927 -2.933
C 3.059 -1.413 0.092
C 4.333 -1.245 0.599
S 4.448 -0.085 1.836
C 2.728 0.312 1.524
N 2.095 -0.526 0.685
C 2.220 1.490 2.273
H -0.459 -2.576 -3.735
H -1.046 -3.786 -2.521
H -1.080 -2.000 -2.097
H 4.319 -3.506 -1.637
H 5.147 -1.878 0.291
H 3.100 1.858 2.845
H 1.917 2.315 1.601
H 1.457 1.166 3.006
```

Output
Charge = +3
Multiplicity = 4
Energy above the lowest of the compared OMol25 structures with the same formula, charge and spin = 25.1 kcal/mol
HOMO level (alpha / beta) = -17.0 / -17.0 eV
⟨S²⟩ = 3.753

Results of the Löwdin charge analysis, in e, for atoms 1 through 5: 1.728, 0.773, 0.740, -0.275, -0.423

---

Entry 5:
The following is a DFT calculation (the ωB97M-V functional and the def2-TZVPD basis) of one molecule with the formula C16H27N3O3S in a non-equilibrium geometry.

The geometry in XYZ format:
```
50
Properties=species:S:1:pos:R:3
C -7.097 -0.069 -1.305
C -6.993 -0.970 -0.340
C -6.422 -0.610 0.993
H -6.376 0.465 1.148
H -6.953 -1.101 1.808
S -4.691 -1.222 1.143
C -3.896 0.053 0.307
N -4.393 1.177 -0.107
N -3.376 1.852 -0.684
C -2.319 1.120 -0.597
C -0.951 1.437 -1.061
H -0.589 0.616 -1.684
H -1.004 2.346 -1.660
C -0.004 1.630 0.130
C 1.420 1.927 -0.332
C 2.369 2.100 0.852
H 2.005 2.903 1.496
H 2.394 1.182 1.441
C 3.799 2.439 0.418
N 4.417 1.386 -0.351
C 5.111 0.381 0.239
O 5.423 0.364 1.405
O 5.406 -0.553 -0.687
C 6.202 -1.710 -0.334
C 6.319 -2.493 -1.642
H 6.802 -1.883 -2.400
H 6.905 -3.393 -1.484
H 5.331 -2.771 -2.001
C 5.482 -2.543 0.727
H 5.389 -1.975 1.648
H 6.046 -3.450 0.925
H 4.488 -2.815 0.378
C 7.583 -1.276 0.155
H 8.200 -2.152 0.334
H 8.065 -0.650 -0.594
H 7.492 -0.711 1.079
H 4.136 1.250 -1.308
H 3.807 3.355 -0.179
H 4.420 2.582 1.305
H 1.766 1.105 -0.962
H 1.421 2.838 -0.936
H -0.369 2.454 0.747
H -0.007 0.725 0.741
O -2.579 -0.059 0.031
C -7.395 -2.404 -0.494
H -7.708 -2.615 -1.512
H -8.218 -2.639 0.181
H -6.560 -3.055 -0.237
H -7.499 -0.323 -2.271
H -6.776 0.948 -1.163
```

Output
SMILES = C=C(C)CSc1nnc(CCCCCNC(=O)OC(C)(C)C)o1
Charge = 0
Multiplicity = 1
Energy above the lowest of the compared OMol25 structures with the same formula, charge and spin = 44.0 kcal/mol
HOMO level = -8.7 eV

Results of the Löwdin charge analysis, in e, for atoms 1 through 5: 0.052, -0.455, -0.404, 0.075, 0.081

---

Entry 6:
The following is a DFT calculation (the ωB97M-V functional and the def2-TZVPD basis) of C16H27N3O3S as an isolated structure in a non-equilibrium geometry.

The geometry in XYZ format:
```
50
Properties=species:S:1:pos:R:3
C -2.261 4.391 -1.017
C -1.253 4.503 -2.020
C -1.223 3.467 -3.183
H -1.937 3.487 -3.788
H 0.025 3.516 -3.711
S -1.084 1.649 -2.381
C 0.446 1.652 -1.468
N 1.306 2.463 -1.753
N 2.323 1.958 -0.984
C 2.018 0.908 -0.560
C 2.589 -0.178 0.294
H 2.688 -1.222 -0.218
H 4.000 0.315 0.237
C 2.110 -0.120 1.721
C 3.119 -1.048 2.550
C 3.172 -2.459 2.401
H 3.751 -2.449 1.325
H 3.875 -2.924 3.063
C 1.754 -3.211 2.147
N 0.943 -2.968 1.226
C -0.217 -2.628 1.169
O -0.927 -2.357 2.436
O -0.915 -2.481 0.015
C -2.253 -2.012 -0.024
C -2.424 -0.781 0.157
H -3.380 -0.197 0.089
H -2.075 -0.568 1.506
H -1.761 0.024 -0.105
C -3.109 -3.024 0.594
H -4.141 -2.646 0.308
H -3.044 -3.100 1.456
H -2.881 -4.082 -0.043
C -2.392 -1.965 -1.715
H -3.229 -1.677 -1.933
H -1.588 -1.273 -2.115
H -2.349 -2.987 -2.160
H 1.411 -3.280 0.050
H 1.951 -4.205 2.553
H 1.215 -2.973 3.162
H 3.936 -0.669 2.808
H 2.623 -0.772 3.758
H 2.065 0.852 2.376
H 1.231 -0.547 1.783
O 0.873 0.532 -0.915
C -0.163 5.265 -1.926
H -0.282 6.256 -1.171
H -0.052 6.075 -2.832
H 0.903 5.087 -1.772
H -2.362 4.973 -0.381
H -3.024 3.430 -1.009
```

Output
Charge = 0
Multiplicity = 1
Energy above the lowest of the compared OMol25 structures with the same formula, charge and spin = 555.4 kcal/mol
HOMO level = -8.5 eV

Results of the Löwdin charge analysis, in e, for atoms 1 through 5: 0.112, -0.467, -0.251, -0.038, 0.179

---

Question: Which value of charge does entry 3 give?
Answer: +1